Record 1
{
  "formula": "C7H11NO",
  "method": "ωB97M-V/def2-TZVPD",
  "de_lowest_kj_mol": 774.1,
  "gap_ha": [0.240, 0.241],
  "elements": ["C", "C", "C", "C", "C", "C", "C", "N", "O", "H", "H", "H", "H", "H", "H", "H", "H", "H", "H", "H"],
  "xyz": [[1.548, -0.518, 0.093], [2.404, 0.195, 0.944], [0.806, 1.618, 1.848], [0.227, -0.196, 0.051], [-1.043, -0.685, -2.078], [-1.998, 0.525, -0.019], [-0.963, -0.562, -0.535], [2.033, 1.193, 1.756], [-1.378, -1.928, 0.026], [2.094, -1.234, -0.487], [3.453, -0.212, 0.956], [0.425, 2.408, 2.391], [-0.029, -0.289, -2.470], [-1.218, -1.693, -2.469], [-1.879, -0.230, -2.556], [-1.768, 1.033, 0.901], [-3.007, 0.014, 0.139], [-1.901, 1.433, -0.751], [2.746, 1.552, 2.446], [-0.551, -2.424, -0.185]],
  "lowdin_charge": [-0.114, -0.225, 0.103, 0.052, -0.020, -0.033, -0.575, -0.116, -0.075, 0.111, 0.113, 0.007, 0.115, 0.077, 0.058, 0.030, 0.107, 0.118, 0.180, 0.087]
}

Record 2
{
  "formula": "C7H11NO2",
  "method": "ωB97M-V/def2-TZVPD",
  "de_lowest_kj_mol": 244.3,
  "gap_ha": 0.355,
  "smiles": "CCC1(C)C(=O)N(C)C1=O",
  "elements": ["C", "C", "C", "C", "C", "O", "N", "C", "C", "O", "H", "H", "H", "H", "H", "H", "H", "H", "H", "H", "H"],
  "xyz": [[1.741, 0.734, -1.433], [1.826, -0.164, -0.211], [0.489, -0.374, 0.498], [0.712, -0.968, 1.867], [-0.644, 1.098, 0.419], [-0.466, 2.261, 0.539], [-1.565, 0.196, 0.135], [-2.939, 0.340, -0.437], [-0.760, -0.954, -0.103], [-1.070, -1.958, -0.581], [1.214, 0.292, -2.194], [2.705, 0.938, -1.691], [1.346, 1.694, -1.021], [2.528, 0.280, 0.447], [2.114, -1.054, -0.667], [-0.194, -1.006, 2.451], [1.656, -0.561, 2.405], [1.061, -2.064, 1.593], [-3.686, -0.366, -0.064], [-3.180, 1.458, -0.427], [-2.887, 0.180, -1.525]],
  "lowdin_charge": [-0.070, -0.186, -0.267, -0.047, -0.337, 0.123, 0.008, 0.012, -0.430, 0.188, 0.058, 0.044, 0.090, 0.108, 0.099, 0.075, 0.111, 0.129, 0.088, 0.116, 0.087]
}

Record 3
{
  "formula": "C7H11NO2",
  "method": "ωB97M-V/def2-TZVPD",
  "de_lowest_kj_mol": 367.8,
  "gap_ha": 0.325,
  "smiles": "CC(C)[C@@]1(O)C[C@H]1N=C=O",
  "elements": ["C", "C", "C", "C", "O", "C", "C", "N", "C", "O", "H", "H", "H", "H", "H", "H", "H", "H", "H", "H", "H"],
  "xyz": [[1.992, 0.366, 0.999], [0.836, 0.699, 0.124], [1.233, 1.506, -1.181], [0.183, -0.618, -0.170], [0.701, -1.274, -1.259], [-0.685, -1.438, 0.760], [-1.637, -0.764, -0.229], [-2.755, 0.072, 0.178], [-3.960, 0.294, 0.125], [-5.051, 0.667, 0.124], [1.677, -0.131, 2.013], [2.675, 1.149, 1.455], [2.651, -0.339, 0.536], [0.081, 1.281, 0.708], [0.460, 1.620, -1.964], [1.981, 1.153, -1.918], [1.573, 2.553, -0.828], [0.951, -2.176, -0.950], [-0.751, -0.905, 1.716], [-0.263, -2.393, 0.869], [-1.890, -1.323, -1.109]],
  "lowdin_charge": [-0.099, -0.366, -0.059, -0.398, 0.028, -0.067, -0.125, 0.139, -0.329, 0.156, 0.111, 0.095, 0.068, 0.150, 0.073, 0.072, 0.100, 0.129, 0.120, 0.091, 0.113]
}

> What is the formula in the second record?

C7H11NO2

> Which formula does entry 1 have?

C7H11NO